1.
{
  "formula": "C45H36BrFeN3O4STe2",
  "method": "ωB97M-V with the def2-TZVPD basis set",
  "symbols": ["Te", "Te", "Br", "Fe", "S", "O", "O", "O", "O", "N", "N", "N", "C", "C", "C", "C", "C", "C", "C", "C", "C", "C", "C", "C", "C", "C", "C", "C", "C", "C", "C", "C", "C", "C", "C", "C", "C", "C", "C", "C", "C", "C", "C", "C", "C", "C", "C", "C", "C", "C", "C", "C", "C", "C", "C", "C", "C", "H", "H", "H", "H", "H", "H", "H", "H", "H", "H", "H", "H", "H", "H", "H", "H", "H", "H", "H", "H", "H", "H", "H", "H", "H", "H", "H", "H", "H", "H", "H", "H", "H", "H", "H", "H"],
  "positions_angstrom": [[2.4255, 0.7211, -1.4191], [-2.2934, 3.3368, 2.0738], [0.2981, -6.1323, 2.0496], [0.2758, 0.2677, -0.0179], [4.5562, -1.7316, -0.5077], [0.0509, 2.2745, -0.0770], [-0.6422, 0.2717, -1.8489], [1.0730, 0.9017, 1.7807], [-1.2963, 0.7750, -5.7109], [0.8171, 2.8158, 0.8460], [1.3226, 2.1543, 1.8188], [-1.7518, 0.0628, 0.6491], [0.4174, -0.3541, -4.5566], [-2.6837, 2.6785, -0.8921], [2.9728, -1.4349, -4.5242], [-4.0627, -0.8913, -2.0044], [-0.4931, -3.9749, 0.3345], [1.4725, 0.3390, -5.1368], [0.4025, -1.6697, 0.3873], [0.5467, 4.9066, -0.2955], [-5.4036, -2.0299, 2.1474], [1.9233, -2.1235, -3.9371], [-2.0035, -0.2228, -3.6980], [1.2388, -3.4258, 1.9115], [-5.1852, 0.2750, 0.6168], [-6.4887, -1.1712, 2.0357], [-5.6034, -1.4589, -3.9115], [-2.8059, -0.2827, 0.0149], [-4.2053, -1.7279, 1.5061], [-5.0711, 4.0694, -1.2161], [1.4521, 6.9523, 0.6097], [6.6526, -0.3610, -0.9156], [-4.5016, 3.4074, -2.2965], [0.6484, -1.5784, -3.9424], [-2.6937, 1.3078, 2.6421], [-3.2643, 3.3217, 0.1990], [1.7374, 4.8774, 1.8073], [1.2499, -2.1246, 1.4175], [1.0517, 4.2164, 0.7936], [0.7609, 6.2772, -0.3849], [6.2713, -1.6106, -0.5241], [-3.2289, -0.6129, -4.1933], [5.5470, 0.4929, -1.1910], [-4.0915, -0.5789, 0.7358], [-2.8770, -0.4376, -1.4395], [-1.7574, -0.1167, -2.2858], [-4.2826, -0.9885, -3.3671], [1.9341, 6.2447, 1.7077], [-0.4496, -2.6628, -0.1301], [-1.7807, 0.2152, 2.1100], [0.3553, -4.3353, 1.3629], [2.7491, -0.1966, -5.1130], [-6.3772, -0.0178, 1.2655], [-0.9783, 0.1580, -4.7067], [4.3211, -0.1023, -1.0128], [-3.3156, 2.7045, -2.1312], [-4.4576, 4.0217, 0.0317], [-1.1766, -4.7045, -0.0936], [-5.4842, -2.9408, 2.7402], [-4.9888, 3.4295, -3.2706], [-6.0088, 4.6132, -1.3377], [6.8992, -2.4478, -0.2527], [-3.3577, -2.4121, 1.5707], [-6.4116, -0.7487, -3.6960], [1.2764, 1.3043, -5.5950], [1.9573, -1.4234, 1.8580], [-3.3438, -0.6440, -5.2762], [-5.0913, 1.1712, 0.0102], [-7.2228, 0.6670, 1.1757], [-7.4228, -1.3994, 2.5507], [-1.7449, 2.1673, -0.7807], [3.9804, -1.8390, -4.4737], [-4.8788, -1.1882, -1.3414], [2.1046, -3.0681, -3.4334], [2.4648, 6.7664, 2.5032], [-5.5515, -1.5778, -4.9995], [1.6117, 8.0266, 0.5372], [-0.0074, 4.3559, -1.0474], [-0.1703, -2.0914, -3.4450], [-1.1189, -2.4003, -0.9447], [-2.5896, 1.3554, 3.7362], [0.3668, 6.8210, -1.2420], [3.5820, 0.3667, -5.5244], [-0.7530, 0.4106, 2.4243], [7.6907, -0.0531, -1.0021], [-5.8996, -2.4243, -3.4846], [1.9118, -3.7311, 2.7083], [-2.8657, 2.1691, -2.9686], [-4.9147, 4.5205, 0.8876], [2.1031, 4.3107, 2.6586], [-2.0693, -0.7384, 2.5866], [5.6401, 1.5268, -1.5049], [-3.7508, 1.1212, 2.4289]],
  "lowdin_charge": [1.01, 1.32, 0.59, 0.15, 0.89, -0.30, -0.12, -0.22, 0.06, -0.26, 0.02, 0.08, -0.17, -0.13, -0.12, 0.01, -0.17, -0.05, -0.20, -0.01, -0.08, -0.09, -0.10, -0.16, -0.05, -0.11, -0.08, -0.20, -0.02, -0.12, -0.12, -0.25, -0.09, -0.04, -0.48, -0.54, -0.03, -0.13, -0.21, -0.09, -0.48, 0.00, -0.30, -0.20, -0.09, -0.34, -0.28, -0.10, -0.11, -0.26, -0.72, -0.12, -0.08, -0.31, -1.00, -0.05, -0.18, 0.08, 0.10, 0.10, 0.09, 0.04, 0.13, 0.07, 0.11, 0.08, 0.12, 0.12, 0.10, 0.09, 0.06, 0.10, 0.12, 0.10, 0.09, 0.07, 0.09, 0.12, 0.12, 0.08, 0.04, 0.10, 0.10, 0.08, 0.08, 0.07, 0.09, 0.11, 0.08, 0.11, 0.12, 0.08, 0.03],
  "homo_lumo_gap_ev": [4.46, 4.51],
  "e_homo_ev": [-0.8, -0.9],
  "total_charge": -2,
  "lumo_ev": [3.630, 3.630]
}

---

2.
{
  "formula": "C45H36ClF6N3O8PS3Sr",
  "method": "ωB97M-V with the def2-TZVPD basis set",
  "symbols": ["Sr", "Cl", "S", "S", "S", "P", "F", "F", "F", "F", "F", "F", "O", "O", "O", "O", "O", "O", "O", "O", "N", "N", "N", "C", "C", "C", "C", "C", "C", "C", "C", "C", "C", "C", "C", "C", "C", "C", "C", "C", "C", "C", "C", "C", "C", "C", "C", "C", "C", "C", "C", "C", "C", "C", "C", "C", "C", "C", "C", "C", "C", "C", "C", "C", "C", "C", "C", "C", "H", "H", "H", "H", "H", "H", "H", "H", "H", "H", "H", "H", "H", "H", "H", "H", "H", "H", "H", "H", "H", "H", "H", "H", "H", "H", "H", "H", "H", "H", "H", "H", "H", "H", "H", "H"],
  "positions_angstrom": [[-0.5087, -0.0564, 1.5870], [-2.6023, -1.8398, -1.2161], [-2.6984, 6.6787, -1.5456], [-1.1630, 1.9307, 3.8214], [-3.0811, -0.2929, 3.2723], [-0.1438, -3.2536, 0.0224], [0.6846, 0.1958, 4.3972], [-3.6316, -0.3672, 5.8433], [-0.3434, 0.9992, 6.1459], [-2.2560, -1.9153, 5.1838], [1.1162, 2.2064, 5.0955], [-4.3698, -2.0676, 4.7067], [-2.5820, -1.3202, 2.3757], [-3.1222, 2.7644, 1.6971], [-3.0992, 7.5503, -0.4814], [-0.3769, 2.2515, 2.6471], [-1.8605, 2.9733, 4.4891], [-2.3644, 1.1371, 0.3503], [-4.3074, 0.3548, 2.9763], [-2.6760, 7.1378, -2.9070], [-1.8916, 0.5620, 3.7734], [1.1026, 0.5308, -0.7190], [-3.6637, 5.3726, -1.5400], [0.1641, -3.0550, -2.8107], [-0.7204, 5.9500, 0.2018], [2.3077, -6.5700, 2.1135], [4.7596, -0.5686, 2.2867], [2.8586, -2.4410, -2.6150], [-1.5879, -4.2467, -0.5517], [-1.0881, 6.0689, -1.1341], [2.1156, -2.6679, -1.4684], [2.2540, -2.4978, -3.8637], [2.0159, -0.9255, 1.5793], [0.9047, -2.7994, -3.9577], [-3.8479, -4.2124, -1.4510], [0.5170, 5.4167, 0.5173], [2.8870, -0.1300, 0.8149], [3.9484, -1.4149, 3.0321], [2.7406, 4.4391, -0.1149], [2.4215, -6.4278, 0.7364], [1.3992, 5.0104, -0.4817], [-2.8156, 2.3089, 0.5987], [-2.8542, -6.2979, -0.8025], [1.5770, 1.3031, -2.9866], [0.7596, -2.9887, -1.5555], [-3.3470, -1.2127, 4.8494], [-3.9291, -5.5908, -1.3153], [-2.6870, -3.5621, -1.0732], [2.4016, 0.4454, -0.4772], [0.7703, -4.7264, 2.1643], [4.2257, 0.0734, 1.1828], [0.8749, -4.5764, 0.7848], [2.9562, 1.2197, -2.6995], [2.6100, -1.5538, 2.6861], [-0.2256, 5.6717, -2.1441], [1.0861, 1.7032, -4.2490], [-0.2584, 1.7576, -4.4823], [-1.1558, 1.4188, -3.4478], [-2.9169, 3.2223, -0.6180], [3.3573, 0.8081, -1.4735], [1.4775, -5.7192, 2.8273], [-3.6868, 4.5001, -0.3546], [1.0112, 5.1408, -1.8104], [-1.6972, -5.6282, -0.4245], [0.1461, 1.3052, 4.9463], [0.6818, 0.9547, -1.9517], [-0.7054, 1.0309, -2.2170], [1.7080, -5.4394, 0.0756], [2.8702, -7.3388, 2.6280], [1.7987, 1.9630, -5.0239], [2.5847, -2.5952, -0.4941], [4.3539, -1.9396, 3.8910], [4.8688, 0.7513, 0.6337], [3.4051, 4.3985, -0.9778], [0.8021, 5.3134, 1.5573], [-3.6521, 4.9010, -2.4342], [2.6287, 3.4256, 0.2717], [4.4104, 0.7052, -1.2633], [-0.8672, -6.1903, -0.0184], [3.9118, -2.2067, -2.5295], [-0.6344, 2.0645, -5.4500], [0.1278, -4.0532, 2.7201], [-3.2490, 5.0458, 0.4768], [-3.3665, 2.6696, -1.4508], [-4.8353, -6.1074, -1.6037], [-0.8845, -3.3060, -2.9050], [1.8048, -5.3326, -0.9976], [-2.9146, -7.3727, -0.6907], [3.6773, 1.4746, -3.4686], [-1.4000, 0.8233, -1.4121], [-0.5278, 5.7812, -3.1773], [0.4217, -2.8396, -4.9260], [2.8317, -2.3033, -4.7590], [1.9956, -2.1788, 3.3335], [1.6876, 4.8275, -2.5971], [-2.2230, 1.4707, -3.6273], [1.3892, -5.8182, 3.9017], [-1.3898, 6.2843, 0.9807], [5.7940, -0.4040, 2.5631], [-4.6768, -3.6358, -1.8377], [-4.7158, 4.2891, -0.0651], [3.2192, 5.0354, 0.6629], [-1.8923, 3.4583, -0.9270], [3.0707, -7.0884, 0.1751]],
  "lowdin_charge": [1.39, 0.76, 0.61, 0.57, 0.57, 1.08, 0.10, 0.14, 0.15, 0.13, 0.15, 0.13, -0.41, 0.02, -0.29, -0.38, -0.23, -0.23, -0.22, -0.31, -0.38, 0.13, -0.14, -0.09, -0.05, -0.09, -0.11, -0.08, -0.37, -0.29, -0.11, -0.09, -0.21, -0.08, -0.10, -0.02, -0.25, -0.11, -0.04, -0.08, -0.26, -0.66, -0.09, -0.17, -0.37, -0.66, -0.09, -0.66, -0.24, -0.10, -0.07, -0.38, -0.02, -0.18, -0.05, -0.05, -0.09, -0.07, -0.10, -0.03, -0.08, -0.21, -0.04, -0.07, -0.66, -0.19, -0.03, -0.09, 0.10, 0.11, 0.10, 0.09, 0.09, 0.07, 0.12, 0.11, 0.08, 0.10, 0.10, 0.10, 0.10, 0.10, 0.10, 0.12, 0.10, 0.08, 0.11, 0.10, 0.12, 0.05, 0.11, 0.10, 0.10, 0.07, 0.11, 0.10, 0.10, 0.12, 0.09, 0.10, 0.13, 0.08, 0.11, 0.10],
  "homo_lumo_gap_ev": 7.26,
  "e_homo_ev": -5.2,
  "total_charge": -1,
  "lumo_ev": 2.097
}

---

Energy relative to the best compared isomer or geometry (same formula, charge and spin) across the listed records, respectively: 67.13, 71.36 kJ/mol.
Electronic energy across the listed records, respectively: -189759.178, -139562.658 eV.